No. 1
The following is a quantum chemistry calculation of 2 unconnected molecules or ions with the total composition C4H13N2, from the OMol25 dataset.

Calculated values
energy relative to the best compared isomer or geometry (same formula, charge and spin): 72.0 kJ/mol
LUMO energy: -0.1322 Ha
total charge: +1
highest occupied orbital energy: -0.564 Ha
Kohn-Sham gap: 11.76 eV

```
19
Properties=species:S:1:pos:R:3:lowdin_charge:R:1
N 0.96224 -1.53968 1.25796 0.21
N -0.70334 0.06190 0.99028 0.03
C 0.82718 -0.45385 -2.12622 -0.17
C 0.55333 1.01702 -1.80740 -0.17
C 0.01883 -0.74966 1.71616 -0.13
C -1.74659 0.92290 1.60256 0.00
H 1.83949 -0.71717 -1.80479 0.07
H -0.77793 -0.06397 -0.00774 0.11
H -1.44055 1.95614 1.46457 0.10
H 0.96831 1.27519 -0.83070 0.06
H 0.13587 -1.16709 -1.66540 0.05
H -0.23985 -0.72191 2.76985 0.16
H 1.38176 -1.36651 0.36399 0.11
H 1.43801 -2.16129 1.90194 0.15
H 0.80296 -0.62901 -3.19972 0.08
H 1.01506 1.67447 -2.53752 0.08
H -0.51637 1.24379 -1.78552 0.07
H -1.85614 0.67736 2.65202 0.09
H -2.66226 0.74136 1.04568 0.10
```

***

No. 2
The following is a quantum chemistry calculation of a molecular structure, C49H34BBrF8NiO3P2S, from the OMol25 dataset.

Calculated values
⟨S²⟩: 2.051
energy relative to the best compared isomer or geometry (same formula, charge and spin): 167.5 kJ/mol
spin multiplicity: 3
LUMO energy (spin up / spin down): -0.0228 / -0.0608 Ha
total charge: 0
highest occupied orbital energy (spin up / spin down): -0.280 / -0.272 Ha
Kohn-Sham gap (spin up / spin down): 7.01 / 5.75 eV

```
100
Properties=species:S:1:pos:R:3:lowdin_spin:R:1
Br 0.71867 0.53440 -2.86600 0.00
Ni 0.02742 0.11934 -0.48582 0.98
S 3.27208 -0.54238 -0.61118 0.00
P -2.04069 1.25847 -1.22560 0.03
P 0.14516 -0.49085 1.71344 0.00
F 0.15082 0.11403 -5.73547 0.00
F -0.55754 -3.48331 -2.54799 0.00
F -0.52445 -1.84723 -0.94831 0.02
F -2.14415 0.35341 -7.11730 0.00
F -4.41472 1.14117 -5.85582 0.00
F -2.24475 -3.35650 -0.98111 0.00
F -4.39945 1.69477 -3.27046 0.00
F -2.09154 -1.77009 -2.62558 0.00
O 1.48277 -1.08794 2.47585 0.00
O -2.75448 3.51426 1.22642 0.04
O 0.45204 2.19181 0.47847 0.01
C 3.67576 -4.89432 0.65653 0.00
C -0.51479 0.42561 4.24061 0.00
C -5.26482 -0.77429 0.11363 0.00
C -0.38395 0.80880 2.90898 0.01
C -4.70849 1.88585 -0.46465 0.00
C 4.62205 0.51198 -2.72477 0.00
C -2.32975 -1.57832 2.26975 0.00
C 3.50164 -1.57051 -3.18098 0.00
C -1.40787 -4.18466 2.44554 0.00
C 2.46827 -4.43090 0.15688 0.00
C 3.43031 -2.24895 -0.13443 0.00
C -0.91198 5.15724 -1.81824 0.32
C -4.00264 -0.41922 -0.33968 0.00
C 4.76332 -4.03559 0.75918 0.00
C 4.85833 -0.53428 3.64380 0.00
C 3.65312 -1.14470 3.34669 0.00
C -3.25308 1.27001 -3.80894 0.00
C -6.23459 0.19768 0.30369 0.00
C 3.91011 -1.49516 -4.50167 0.00
C -2.12966 0.60492 -5.81441 0.00
C -1.54078 3.50660 0.47710 0.05
C -1.43106 3.86381 -2.00023 0.01
C 2.65156 -0.41056 2.72367 0.00
C -0.70476 5.65627 -0.51486 0.01
C -0.65925 2.13679 2.56152 0.00
C 4.65840 -0.41165 -4.94452 0.00
C -0.94657 0.74363 -3.73593 0.00
C 3.86374 -0.56678 -2.28730 0.00
C -2.10333 1.12413 -3.05054 0.00
C -0.88295 1.33863 5.21359 0.00
C 2.34087 -3.10581 -0.23936 0.00
C -1.00951 4.91000 0.56730 0.22
C 5.00912 0.59234 -4.05502 0.00
C -0.50714 -3.15116 2.23831 0.00
C -5.95551 1.52989 0.01943 0.00
C 4.06308 1.52029 2.70280 0.00
C -3.72177 0.91458 -0.63621 0.01
C -0.96849 -1.84294 2.15019 0.00
C -0.48886 2.58311 1.14861 0.04
C 2.84705 0.92308 2.39616 0.00
C -1.16212 2.65172 4.86031 0.00
C -2.76314 -3.91940 2.56642 0.00
C -1.07640 3.04089 3.53603 0.00
C 5.06924 0.80210 3.32627 0.00
C -0.95188 0.48537 -5.09021 0.00
C -3.22467 -2.61335 2.48193 0.00
C 4.64178 -2.71240 0.36766 0.00
C -1.73265 3.03470 -0.95991 0.22
C -3.28337 1.00174 -5.16997 0.00
B -1.38481 -2.66156 -1.81399 0.00
H -7.21472 -0.08042 0.66851 0.00
H -1.57850 3.51498 -3.01454 -0.01
H -3.24726 -1.18397 -0.48185 0.00
H -3.19993 2.65950 1.14271 0.00
H 5.59599 1.43628 -4.39232 0.00
H -2.69876 -0.56001 2.20083 0.00
H 4.96736 -0.35228 -5.97949 0.00
H 0.54954 -3.36187 2.13764 0.00
H 2.89061 -2.39932 -2.84686 0.00
H 5.70597 -4.39770 1.14873 0.00
H -0.68751 5.77045 -2.67829 0.02
H -6.71490 2.28745 0.15649 0.00
H -0.89852 5.30954 1.56560 0.01
H 4.22109 2.55730 2.43793 0.00
H 1.61944 -5.09578 0.06515 0.00
H 2.08455 1.47955 1.87169 0.00
H 5.63986 -1.10823 4.12410 0.00
H -3.46172 -4.73101 2.72147 0.00
H 3.47258 -2.18642 3.57441 0.00
H -1.04773 -5.20357 2.50281 0.00
H 1.40255 -2.74279 -0.63320 0.00
H -4.28098 -2.40010 2.57710 0.00
H -5.48126 -1.81424 0.31756 0.00
H -4.50428 2.91716 -0.72467 0.00
H 6.01305 1.27530 3.56029 0.00
H -0.31947 -0.60417 4.51407 0.00
H -0.96379 1.02407 6.24523 0.00
H 4.90878 1.28268 -2.02088 0.00
H -1.32762 4.05455 3.26201 0.00
H 5.47569 -2.02861 0.45640 0.00
H 3.62510 -2.27732 -5.19235 0.00
H 3.77369 -5.92778 0.96282 0.00
H -0.32314 6.65982 -0.38289 -0.01
H -1.45994 3.36827 5.61353 0.00
```

***

No. 3
The following is a quantum chemistry calculation of a molecular structure, C50H47GeIrN3O3SSbSe2, from the OMol25 dataset.

Calculated values
⟨S²⟩: 8.819
energy relative to the best compared isomer or geometry (same formula, charge and spin): 119.3 kJ/mol
spin multiplicity: 6
LUMO energy (spin up / spin down): -0.0784 / -0.1689 Ha
total charge: +1
highest occupied orbital energy (spin up / spin down): -0.357 / -0.367 Ha
Kohn-Sham gap (spin up / spin down): 7.57 / 5.38 eV

```
109
Properties=species:S:1:pos:R:3:lowdin_spin:R:1
Ir 1.17371 0.93583 0.02504 1.27
Sb -2.95409 0.81552 -0.33789 0.43
Se 2.81656 2.34236 1.68704 0.65
Se 0.72301 3.87747 3.13165 0.65
Ge 3.35580 -0.30918 -0.18738 0.16
S -0.82904 3.39853 1.21069 0.16
O -1.06837 -0.63834 0.99633 0.10
O -2.16838 3.24471 1.77503 0.04
O 0.87384 -1.60538 1.40752 0.02
N 2.18711 2.59439 -0.92688 0.04
N -0.21246 1.29387 3.51203 0.02
N -0.28712 2.16305 0.51635 0.57
C -3.74740 -3.27180 -1.59538 0.00
C -4.73577 0.83255 0.81148 0.07
C 2.90567 -0.85060 -3.01740 0.04
C 1.47819 -3.20419 -2.66399 0.00
C 6.50857 -4.04218 2.07962 0.00
C 5.47803 -2.73786 -0.15309 0.00
C -7.13662 1.03534 2.17264 0.01
C 2.65644 -1.31582 -1.72391 0.09
C 1.73874 -2.73720 -3.94664 0.03
C 3.56475 -1.07825 2.59037 0.00
C -1.94280 -2.49997 -2.98408 0.00
C 0.62056 2.30752 5.52060 0.03
C -6.89389 1.86904 1.08923 0.00
C -4.31456 1.86931 -2.94051 0.02
C 1.91976 -2.49085 -1.56055 0.04
C -2.63400 3.34500 -1.99612 0.00
C 0.33945 1.15176 6.23079 0.00
C 5.52039 -3.04321 2.26151 0.00
C -3.93229 -0.95974 2.45128 0.00
C 2.83897 4.21518 -2.53135 0.03
C 6.43003 -3.70602 -0.29745 0.00
C -0.49722 0.19955 4.21254 0.00
C 2.88237 3.25242 0.01748 0.03
C -5.14203 0.61130 -2.94878 0.00
C -0.23343 0.07684 5.56862 0.02
C -0.93501 -0.21422 -2.76667 0.03
C -2.83991 -3.49343 -2.61984 0.01
C 4.08898 -1.74984 3.71515 0.00
C 4.99463 -2.36805 1.12933 0.00
C -3.37468 2.16726 -1.94302 0.09
C 4.85350 0.79371 -0.82071 0.02
C -3.75447 -2.04531 -0.94846 0.02
C 3.57742 4.41676 -0.25963 0.03
C 0.15687 -0.57439 0.92372 0.04
C -4.47717 2.79264 -3.97165 0.01
C -2.85731 -1.05094 -1.32200 0.05
C -3.73907 3.96460 -4.02429 0.00
C -6.17536 0.12562 2.57758 0.00
C 3.55178 4.90143 -1.55864 0.00
C -4.95108 0.01151 1.91930 0.01
C 5.04629 -2.70768 3.55253 0.00
C 6.95643 -4.36609 0.83281 0.00
C -2.81321 4.24739 -3.03295 0.00
C 2.44994 -1.55710 -4.12219 0.00
C -1.92402 -1.26586 -2.34019 0.01
C -5.69027 1.77077 0.41477 0.02
C 0.15175 -2.75257 1.87356 0.00
C 0.32528 2.31217 4.16225 0.04
C 3.99852 -1.36306 1.32152 0.01
C 2.16329 3.06156 -2.17434 0.00
H -8.07427 1.10107 2.70855 0.00
H -1.43495 0.66058 -3.19034 0.00
H 3.48336 0.05408 -3.17117 0.00
H 0.93132 -4.12772 -2.52161 0.00
H -6.03191 0.74617 -3.56210 0.00
H 1.04884 3.17666 6.00005 0.00
H -2.83170 -4.44206 -3.14104 0.00
H -0.32471 0.13187 -1.91915 0.03
H -3.89498 4.66016 -4.83847 0.00
H -2.23925 5.16423 -3.05983 0.00
H 4.12868 4.91807 0.52306 0.00
H -4.45186 -4.04098 -1.30795 0.00
H 6.78100 -3.97357 -1.28565 0.00
H -0.32261 -3.26587 1.03542 0.00
H -0.24562 -0.61287 -3.51080 0.00
H -4.47995 -1.86141 -0.16423 0.00
H 2.78801 -0.33813 2.74402 0.00
H -6.36679 -0.51281 3.43210 0.00
H 7.71118 -5.13060 0.70530 0.00
H -4.39107 -1.93051 2.64458 0.00
H -0.95925 -0.60639 3.65464 0.00
H -7.63345 2.59199 0.77269 0.00
H 6.90228 -4.54598 2.95424 0.00
H 3.72700 -1.49777 4.70400 0.00
H -1.90526 3.56192 -1.22701 0.00
H 5.25184 1.38922 0.00056 0.01
H -5.20618 2.58506 -4.74583 0.00
H 1.58844 2.48540 -2.88873 0.00
H 2.80369 4.56595 -3.55251 0.00
H 2.66541 -1.19647 -5.12014 0.00
H -5.46936 0.32571 -1.94804 0.00
H 1.72341 -2.86359 -0.56385 0.00
H -1.23860 -2.67931 -3.78674 0.00
H 1.39652 -3.29591 -4.80872 0.00
H 5.07442 -2.25932 -1.03699 0.00
H -3.08808 -1.10655 1.78008 0.00
H 4.57547 1.46074 -1.63605 0.00
H -3.53281 -0.59149 3.39928 0.00
H 0.89416 -3.39319 2.34154 0.00
H 5.64950 0.13336 -1.16827 0.00
H 5.45899 -3.22809 4.40854 0.00
H 4.08791 5.80665 -1.81036 0.00
H -4.57606 -0.22737 -3.35919 0.00
H 0.55675 1.09756 7.28929 0.00
H -0.62135 -2.47598 2.58711 0.00
H -5.49668 2.42793 -0.42471 0.00
H -0.47705 -0.83829 6.09005 0.00
```

***

No. 4
The following is a quantum chemistry calculation of a molecular structure, C6H12As2F12O6Rb, from the OMol25 dataset.

Calculated values
energy relative to the best compared isomer or geometry (same formula, charge and spin): 18.9 kJ/mol
LUMO energy: 0.0741 Ha
total charge: -1
highest occupied orbital energy: -0.326 Ha
Kohn-Sham gap: 10.88 eV

```
39
Properties=species:S:1:pos:R:3:lowdin_charge:R:1
Rb 0.15905 1.39173 0.01721 1.04
As 2.18299 2.90625 -2.55203 0.68
As -3.82085 1.21548 0.69243 0.67
F -2.61589 0.51095 1.74906 -0.29
F -2.52180 1.93507 -0.22815 -0.36
F -3.81377 2.58577 1.71524 -0.24
F 0.77639 1.88174 -2.62128 -0.34
F 2.79604 1.96393 -1.19234 -0.32
F 1.54865 3.99283 -3.71423 -0.23
F -3.77838 -0.13337 -0.38236 -0.24
F 1.38811 3.85350 -1.29206 -0.32
F 2.90752 1.95032 -3.77339 -0.23
F -5.05806 0.38208 1.56608 -0.25
F 3.59976 3.87320 -2.42601 -0.25
F -5.01548 1.99110 -0.26902 -0.24
O 1.32837 -0.66240 3.68679 0.01
O 1.70021 -0.60058 1.46458 0.04
O -1.96471 -2.81101 -0.83951 0.02
O -1.20987 -2.44251 -2.82138 0.01
O 3.09282 0.34990 2.95476 0.02
O -0.30168 -1.29412 -1.11267 0.04
C -1.08715 -2.11064 -1.53456 -0.61
C 0.33273 -1.66078 3.54094 -0.03
C -0.49500 -1.61975 -3.73557 -0.03
C 2.01373 -0.32981 2.59754 -0.63
C -2.00595 -2.56052 0.57009 -0.03
C 3.98966 0.66930 1.88758 -0.02
H -0.40330 -0.58904 -3.40870 0.09
H -0.25625 -1.65382 4.45079 0.10
H 4.28780 -0.23595 1.35924 0.10
H -2.93815 -2.96311 0.94318 0.10
H 0.49707 -2.04023 -3.92388 0.10
H 0.76695 -2.62479 3.28295 0.10
H -1.94337 -1.49654 0.77607 0.06
H 4.84359 1.15569 2.34523 0.10
H 3.54172 1.33709 1.15011 0.08
H -1.14318 -3.04722 1.03246 0.09
H -1.01385 -1.66582 -4.69185 0.09
H -0.36645 -1.40393 2.73667 0.08
```